Entry 1:
{"formula": "C47H56BInN9OPS4", "method": "ωB97M-V/def2-TZVPD", "energy_ev": -123586.820, "relative_energy_kcal_mol": 173.37, "charge": 0, "elements": ["N", "C", "N", "H", "H", "H", "S", "C", "H", "H", "N", "C", "H", "H", "C", "C", "N", "S", "H", "H", "C", "H", "H", "C", "H", "H", "C", "H", "H", "C", "H", "H", "H", "C", "H", "H", "H", "H", "C", "C", "H", "H", "H", "C", "C", "C", "H", "In", "C", "C", "H", "C", "C", "C", "C", "N", "N", "C", "H", "C", "H", "C", "C", "H", "C", "C", "N", "H", "H", "C", "H", "H", "S", "C", "C", "H", "H", "H", "H", "H", "H", "C", "C", "H", "C", "B", "C", "C", "H", "C", "P", "C", "H", "C", "H", "H", "C", "C", "H", "H", "H", "H", "S", "H", "C", "H", "H", "N", "C", "N", "C", "O", "C", "C", "C", "H", "H", "H", "H", "C"], "xyz": [[3.46650, 1.09113, -2.60050], [-2.69840, 3.84385, 2.16019], [-0.06715, 0.48405, 3.32608], [3.11651, -1.49610, -4.53988], [-4.78601, -1.74849, -0.28809], [4.56610, 2.16795, -0.33317], [-0.14559, -0.22095, -3.34813], [-3.12919, -1.67584, -3.38609], [-6.03264, -2.83563, 3.68241], [2.97424, 0.76379, 2.97553], [2.81657, -0.99187, -2.47107], [3.37255, -2.92436, -0.00441], [1.69328, -5.58034, 4.09999], [-1.50815, 1.94133, 3.36183], [-4.18752, -1.77891, 3.52535], [-5.50706, -2.36660, 1.62554], [0.97933, -2.69581, -2.99692], [2.74187, 0.31241, -0.06731], [5.09401, 2.85698, -3.95324], [3.14197, 2.81802, 4.14253], [-3.21043, -1.19469, 2.68152], [0.43319, 5.40813, 2.01279], [2.95733, -5.60569, 2.86880], [-2.23631, 3.01052, 1.13977], [3.39092, 3.18023, -4.35021], [5.75148, 2.19874, -1.64635], [-2.08562, -0.59129, 3.29051], [-4.16383, -1.55855, -3.71529], [0.92312, 7.58385, 0.98636], [-0.49093, -4.06118, -3.91849], [-5.22193, 1.98047, -0.08567], [0.15866, -6.49880, 2.47021], [-2.80009, 1.69865, -0.45931], [-2.19771, -1.55682, -5.73369], [-0.82985, 2.46690, 5.65074], [1.39773, -4.79992, -3.09409], [1.31301, -6.38391, 1.12661], [2.64032, -4.12336, 3.79861], [1.19048, -3.29335, 0.08637], [1.55614, 2.98578, 2.66966], [2.19911, 3.48322, 1.95387], [-0.27527, -5.60956, 1.00156], [4.28936, 4.29939, -3.32866], [0.27415, 2.71915, 2.42882], [3.71464, 2.52280, -2.29570], [2.13911, 2.44468, 3.94650], [-2.14476, -0.39978, 4.36954], [-0.27238, -0.32137, -0.02550], [-3.09246, -3.68898, -4.81941], [-0.13745, 4.61817, -1.23130], [-6.39528, -2.83621, 1.21844], [-4.61706, -1.77138, 0.78145], [0.63269, 6.74956, 0.36033], [3.13065, -3.51532, 1.17320], [-0.02605, 4.43860, 0.14674], [1.76206, -3.75239, 1.24340], [2.18129, -2.79959, -0.68745], [-0.43395, 1.91148, 3.50942], [-0.44382, 3.78398, -1.85334], [-3.15357, 2.35701, 0.32379], [-3.11541, -2.24410, -2.45344], [-3.41252, -1.14925, 1.25372], [1.16113, -0.01549, 3.37481], [-1.99012, 4.37437, 2.78996], [0.35515, 5.51914, 0.93872], [4.83642, 2.65708, -1.26623], [-0.99717, -0.30885, 2.65338], [-2.62573, -4.22606, -5.64642], [0.05454, 5.97047, -2.88057], [-4.51733, 2.51426, 0.53828], [-1.61847, -0.65925, -5.52697], [-3.19033, -1.26475, -6.08265], [1.65417, -1.53939, 3.09883], [3.58480, 0.53398, -3.86926], [0.70823, -4.00861, -3.32641], [1.62986, 3.01933, -2.55601], [-1.02714, -4.91124, -4.28866], [-4.10140, -3.41470, -5.12506], [4.29809, -2.57401, -0.42360], [1.60472, 2.95843, 6.07691], [0.48068, -2.94014, 3.58009], [1.11893, -4.57757, 2.30685], [-0.06000, 2.36482, 4.89745], [-6.02993, 3.44787, 1.73483], [3.18858, -0.74119, -3.77744], [2.28520, -2.42669, -2.20536], [0.03695, -3.77849, 3.03508], [-4.96796, 3.33094, 1.56207], [3.92175, 1.07763, -4.72801], [2.17986, -4.99101, 3.32365], [-0.46436, 2.75871, 0.75944], [0.53929, -5.84851, 1.68090], [3.80898, -3.73016, 1.97391], [1.21494, 2.62820, 5.12372], [2.56217, 4.23540, -1.65671], [2.08377, 2.70694, -0.87653], [2.41272, 3.16401, -1.80831], [-4.05746, 4.00321, 2.37070], [2.71985, 0.50837, 4.57120], [-1.70393, -2.12455, -6.52494], [3.10501, -3.18650, -2.67524], [-0.69974, -3.39000, 2.33673], [-0.48389, -3.24365, -0.24991], [0.75593, 7.87396, -1.46212], [-2.33592, -2.40785, -4.47178], [-4.41082, 4.65428, 3.16033], [-2.70885, -0.69307, -3.18796], [-0.98533, -2.76466, -3.95881], [2.99885, 0.12969, -1.74021], [2.30938, 0.93380, 3.73762], [4.14977, 3.24610, -3.56991], [-2.65182, -0.52888, 0.44938], [0.53169, 6.91492, -1.01375], [0.13868, 5.84835, -1.80870], [-5.30951, -2.37090, 3.02649], [-3.16938, -4.35140, -3.95607], [-0.46660, -4.43306, 3.74851], [5.02761, 3.71564, -1.07802], [-4.00886, -1.76826, 4.59654], [-0.05570, -1.92146, -3.41028]], "lowdin_charge": [0.006, -0.103, -0.078, 0.128, 0.105, 0.019, 0.593, -0.050, 0.090, 0.130, 0.033, -0.099, 0.092, 0.125, -0.069, -0.089, 0.020, 0.544, 0.087, 0.150, -0.146, 0.094, 0.088, -0.362, 0.088, 0.089, -0.073, 0.086, 0.101, -0.058, 0.111, 0.086, 0.089, -0.047, 0.122, 0.122, 0.091, 0.061, -0.696, -0.062, 0.120, 0.041, 0.089, -0.310, -0.544, -0.212, 0.139, 0.562, -0.059, -0.130, 0.100, -0.013, -0.083, -0.103, -0.354, -0.052, 0.039, -0.223, 0.108, -0.090, 0.086, -0.375, -0.662, 0.106, -0.095, -0.052, 0.019, 0.083, 0.109, -0.059, 0.032, 0.087, 0.943, -0.048, -0.091, 0.093, 0.107, 0.087, 0.126, 0.114, -0.075, -0.561, 0.005, 0.103, -0.082, -0.600, -0.138, -0.079, 0.108, -0.059, 1.062, -0.042, 0.107, -0.026, 0.090, 0.018, -0.055, -0.084, 0.156, 0.086, 0.124, 0.035, 0.642, 0.102, -0.550, 0.101, 0.031, 0.004, -0.679, 0.117, -0.055, -0.243, -0.086, -0.082, -0.115, 0.090, 0.093, 0.085, 0.105, -0.703]}

Entry 2:
{"formula": "C47H57F10IN3O5S", "method": "ωB97M-V/def2-TZVPD", "energy_ev": -110471.060, "charge": 1, "elements": ["C", "C", "H", "H", "C", "C", "H", "H", "C", "H", "H", "H", "C", "H", "S", "H", "C", "C", "H", "H", "C", "C", "H", "H", "F", "C", "C", "C", "H", "C", "H", "F", "H", "C", "H", "C", "H", "H", "C", "C", "F", "C", "C", "C", "H", "F", "H", "O", "C", "H", "I", "C", "O", "H", "H", "N", "H", "C", "N", "H", "H", "O", "C", "H", "H", "H", "C", "C", "C", "C", "H", "H", "C", "H", "H", "H", "H", "F", "H", "H", "C", "C", "C", "H", "H", "H", "C", "C", "C", "H", "C", "F", "H", "H", "H", "C", "H", "H", "H", "H", "C", "C", "H", "C", "H", "C", "H", "F", "C", "O", "C", "C", "H", "H", "O", "F", "F", "C", "F", "H", "H", "H", "C", "N"], "xyz": [[-12.24618, 3.29124, 6.13456], [3.62801, -12.46378, 0.00610], [2.34410, -10.77913, 0.33971], [-6.01565, 2.27710, -0.36498], [9.56194, -2.27052, 0.98771], [-10.03442, 7.70860, 0.50792], [1.95494, 0.39692, 0.07494], [5.98326, -7.80266, -0.54517], [-9.92215, 6.64087, 1.38730], [-1.60941, 5.19388, -2.91487], [-13.30777, 4.52788, 7.52817], [-8.43265, 6.37918, -2.16191], [4.72544, -4.71082, -1.09377], [3.48674, 2.17490, -1.47449], [5.01798, 0.01250, 2.81360], [1.78998, -1.28764, -2.95035], [-12.88955, 4.45458, 6.53287], [-11.81966, 4.26571, 3.97929], [4.02499, -4.19273, -1.73853], [11.46617, -5.03952, 0.58364], [4.92699, -6.07497, -1.24916], [-9.27434, 5.47952, 0.98957], [0.31116, -1.19604, -6.00718], [-3.39051, 5.75706, 0.16455], [0.43948, -1.32346, -0.89634], [4.14449, -10.22064, -0.68354], [-5.73354, 3.83803, 1.67523], [1.51430, -0.05845, -4.64344], [1.75056, 2.49505, -2.75483], [-2.05419, 1.11053, -3.28038], [1.31832, 2.38802, -1.07542], [4.87067, -0.17236, 4.35832], [-1.37003, 5.90876, -0.73129], [-5.38087, 4.03788, 0.18891], [-9.18483, 4.64793, 1.67813], [0.11384, -0.16192, -1.51745], [3.02594, -0.09546, -3.16302], [8.61314, -1.95808, 1.40764], [-3.89095, 3.81059, -0.12687], [-1.81883, 4.92156, -0.79701], [4.66067, -0.80687, 0.31347], [1.10328, 1.97719, -2.06067], [6.31820, -4.67772, 0.70581], [9.94811, -3.60169, 1.05917], [-0.22362, -1.35271, -4.35560], [6.36455, 0.49131, 0.57901], [-0.47676, -0.40360, -2.39897], [-0.92652, 1.72570, -3.43557], [-9.49706, 7.61479, -0.76831], [-3.84204, 3.08911, -0.94282], [1.91236, 1.85936, -5.52151], [2.44141, 0.29409, -0.88858], [-0.12283, 0.86655, 0.63772], [6.01839, -9.96140, -1.69956], [7.21877, -6.56206, 1.19387], [-3.24548, 5.04979, -0.54399], [-0.68921, 0.60061, 1.36866], [10.39280, -1.33820, 0.38282], [-3.04744, 0.56468, -3.10694], [-1.32236, 4.26325, -0.07258], [-10.54174, 8.61324, 0.81675], [-0.36879, 3.68915, -2.37963], [0.16603, -0.64171, -5.08248], [5.27335, -2.95067, 0.00577], [4.43446, 0.71906, -1.60684], [2.76620, -0.73556, -0.97516], [3.28349, -11.12215, -0.07392], [5.42233, -4.01245, -0.11753], [11.16408, -4.00217, 0.52515], [-11.71297, 3.19588, 4.85692], [-2.47996, 3.74695, -2.48134], [2.27267, -0.65138, -5.14994], [3.65917, 1.20605, -1.01698], [9.30104, -4.32779, 1.53389], [-11.21604, 2.28644, 4.54434], [-11.40465, 4.19205, 2.98170], [-12.54908, 6.26210, 3.69170], [6.58398, -0.03664, 2.94036], [-8.23653, 4.47546, -0.59787], [-12.16192, 2.45809, 6.82008], [6.52047, -6.04131, 0.55190], [4.83192, -12.90441, -0.52551], [-8.74006, 5.38217, -0.28841], [3.87600, -9.17304, -0.74245], [-9.58334, 8.44794, -1.45363], [-5.64602, 5.03936, -0.13665], [-0.75759, 0.67845, -0.57674], [11.99326, -3.07028, -0.08333], [11.60847, -1.73880, -0.15377], [-10.33844, 6.71377, 2.38431], [-1.63242, 4.37067, -2.20684], [3.43275, 0.03267, 2.68518], [-6.16923, 4.73898, 2.09793], [-3.36291, 3.36417, 0.72792], [-4.86635, 3.56745, 2.27365], [5.82494, -6.73922, -0.42556], [2.95790, -13.16697, 0.48282], [-13.50450, 6.42848, 5.96366], [10.09577, -0.29829, 0.33315], [12.94112, -3.38184, -0.50183], [-0.36571, 2.34926, -2.23608], [-12.46272, 5.42910, 4.37779], [4.38784, -6.62050, -2.01325], [-12.99902, 5.52310, 5.65422], [6.86120, -4.13000, 1.46519], [-8.85061, 6.45246, -1.16606], [-1.68942, 0.12186, -0.47061], [5.12916, 2.55905, 0.18790], [5.69066, -12.00415, -1.13965], [-6.19177, 3.18562, -0.63230], [4.26954, 1.52727, 0.34728], [5.34709, -10.66197, -1.21818], [-0.57272, 0.11493, -5.30904], [-6.45756, 3.03120, 1.75857], [-1.08624, 1.93802, -1.13583], [4.99921, -1.55374, 2.61231], [5.04583, 1.58216, 3.00246], [5.09636, 0.30931, 0.92714], [3.29354, 1.94937, 1.18058], [12.25772, -1.01247, -0.62473], [6.62712, -12.34874, -1.55816], [5.10090, -13.95044, -0.46123], [1.94840, -0.23550, -3.19450], [1.39287, 0.50565, -1.98292]], "lowdin_charge": [-0.097, -0.093, 0.100, 0.090, -0.100, -0.092, 0.128, 0.083, -0.094, 0.139, 0.101, 0.102, -0.101, 0.136, 0.760, 0.148, -0.095, -0.099, 0.089, 0.103, -0.092, -0.099, 0.090, 0.120, 0.107, -0.103, -0.028, -0.728, 0.083, -0.356, 0.162, -0.084, 0.126, -0.389, 0.093, -0.187, 0.126, 0.086, -0.184, -0.189, 0.085, 0.010, -0.090, -0.098, 0.084, 0.149, 0.147, 0.070, -0.095, 0.108, 0.981, -0.072, 0.080, 0.093, 0.107, -0.054, 0.137, -0.098, 0.235, 0.116, 0.102, 0.023, -0.131, 0.070, 0.142, 0.133, -0.095, -0.094, -0.089, -0.098, 0.120, 0.072, -0.025, 0.088, 0.098, 0.087, 0.095, -0.110, 0.085, 0.100, -0.076, -0.092, -0.095, 0.086, 0.101, 0.133, -0.280, -0.091, -0.094, 0.089, -0.102, -0.133, 0.076, 0.112, 0.065, -0.082, 0.102, 0.101, 0.098, 0.103, -0.522, -0.099, 0.102, -0.094, 0.091, -0.091, 0.184, 0.137, -0.093, -0.061, -0.444, -0.104, 0.052, 0.080, 0.058, -0.121, -0.110, -0.413, 0.109, 0.102, 0.102, 0.102, -0.139, -0.077]}

no.,E_LUMO (eV),Kohn-Sham gap (eV)
1,-0.6,4.6
2,-2.5,7.9